Below is the molecule C4H3FO at a distorted geometry, with properties calculated with ωB97M-V/def2-TZVPD.

Summary:
Frontier orbital gap = 9.9 eV
SMILES = O=C1C=C[C@@H]1F
Total energy = -329.2294 hartree

```
! wB97M-V def2-TZVPD RIJCOSX def2/J DEFGRID3
* xyz 0 1
O 1.98800 1.18582 -0.24005
C 1.01003 0.66595 -0.02414
C -0.35062 0.94462 0.54716
C -0.93942 -0.17266 0.11237
C 0.23361 -0.89770 -0.51058
F 0.75169 -1.86325 0.33138
H -0.78029 1.73602 1.13815
H -1.94043 -0.34555 0.13629
H 0.02744 -1.25325 -1.49058
*
```